Record 1
ORCA calculation (ωB97M-V/def2-TZVPD) on C55H52MnNOP2SSi as an isolated structure in a non-equilibrium geometry.

Cartesian coordinates (Å):
Mn -0.34 0.12 -0.06
O -0.54 0.54 3.12
S 0.23 -0.24 2.16
C 1.98 0.01 2.51
C 2.49 0.09 3.80
C 3.87 0.10 3.97
C 4.71 0.02 2.87
C 4.20 0.04 1.58
C 2.81 0.07 1.40
P 2.07 0.38 -0.24
C 3.28 -0.49 -1.29
C 4.09 0.17 -2.21
C 5.16 -0.50 -2.78
C 5.42 -1.82 -2.44
C 4.57 -2.50 -1.57
C 3.50 -1.84 -1.00
C 2.46 2.14 -0.54
C 2.01 2.70 -1.74
C 2.30 4.02 -2.05
C 3.03 4.79 -1.15
C 3.46 4.25 0.05
C 3.17 2.93 0.36
C -0.02 -1.96 2.67
C 0.39 -2.45 3.90
C -0.02 -3.72 4.28
C -0.79 -4.50 3.44
C -1.19 -4.01 2.20
C -0.83 -2.72 1.83
P -1.50 -1.94 0.32
C -3.22 -1.55 0.78
C -3.96 -0.91 -0.22
C -5.30 -0.65 -0.03
C -5.91 -1.01 1.17
C -5.17 -1.63 2.16
C -3.82 -1.89 1.98
C -1.69 -3.39 -0.77
C -0.58 -3.86 -1.48
C -0.68 -5.03 -2.21
C -1.88 -5.74 -2.23
C -2.98 -5.27 -1.53
C -2.89 -4.09 -0.80
H 1.83 0.17 4.65
H 4.29 0.15 4.96
H 5.78 -0.02 3.01
H 4.85 0.06 0.73
H 3.92 1.21 -2.46
H 5.81 0.02 -3.47
H 6.28 -2.32 -2.85
H 4.76 -3.53 -1.32
H 2.84 -2.35 -0.31
H 1.44 2.09 -2.44
H 1.98 4.43 -2.99
H 3.27 5.81 -1.40
H 4.02 4.85 0.74
H 3.51 2.52 1.30
H 1.00 -1.85 4.56
H 0.27 -4.09 5.26
H -1.11 -5.48 3.75
H -1.80 -4.62 1.55
H -3.45 -0.63 -1.14
H -5.87 -0.16 -0.80
H -6.95 -0.80 1.32
H -5.64 -1.91 3.09
H -3.26 -2.38 2.77
H 0.36 -3.33 -1.44
H 0.17 -5.39 -2.75
H -1.94 -6.67 -2.77
H -3.91 -5.82 -1.54
H -3.75 -3.74 -0.25
C -0.32 -0.33 -2.28
Si -1.52 0.09 -3.67
C -1.33 1.80 -0.67
N -1.33 1.90 0.68
C -2.60 1.74 1.43
C -2.80 2.84 2.47
C -2.48 4.22 1.91
C -1.10 4.26 1.24
C -0.44 2.88 1.30
C -1.14 1.25 -5.09
C -0.99 0.69 -6.38
C -0.85 1.51 -7.48
C -0.89 2.89 -7.34
C -1.02 3.45 -6.07
C -1.13 2.64 -4.96
C -3.26 -0.61 -3.76
C -3.56 -1.96 -3.53
C -4.87 -2.40 -3.62
C -5.89 -1.51 -3.92
C -5.60 -0.18 -4.18
C -4.30 0.27 -4.12
H 0.66 0.05 -2.59
H -0.23 -1.42 -2.25
H -2.31 1.68 -1.14
H -0.68 2.52 -1.19
H -2.59 0.78 1.96
H -3.42 1.72 0.71
H -2.20 2.62 3.35
H -3.84 2.80 2.79
H -2.51 4.94 2.73
H -3.26 4.51 1.20
H -0.45 4.96 1.75
H -1.18 4.57 0.20
H -0.26 2.60 2.34
H 0.51 2.90 0.76
H -0.96 -0.38 -6.50
H -0.74 1.07 -8.46
H -0.82 3.53 -8.21
H -1.04 4.52 -5.96
H -1.23 3.09 -3.98
H -2.78 -2.66 -3.29
H -5.09 -3.45 -3.47
H -6.92 -1.84 -3.96
H -6.39 0.50 -4.46
H -4.07 1.30 -4.33

Net charge: +3
LUMO level (alpha / beta), eV: -9.635 / -8.915
E_HOMO (alpha / beta), eV: -16.1 / -16.1
Multiplicity: 2
Kohn-Sham gap (alpha / beta), eV: 6.491 / 7.207
⟨S²⟩: 0.84

Löwdin atomic charge list, values in e, 4 entries: number 1, Mn, carries 0.21; number 2, O, carries -0.40; number 3, S, carries 0.90; number 4, C, carries -0.33



Record 2
ORCA calculation (ωB97M-V/def2-TZVPD) on C55H53AsN10O2Ti as an isolated structure.

Cartesian coordinates (Å):
Ti -0.18 -0.24 0.14
C 0.50 -7.09 -0.61
C 0.09 -5.70 -0.23
C -1.22 -5.25 -0.44
C -1.60 -3.97 -0.12
C -0.69 -3.07 0.44
N -1.11 -1.76 0.83
C -2.07 -1.73 1.86
C -2.12 -2.79 2.78
C -3.01 -2.79 3.84
C -3.90 -1.74 4.02
C -4.85 -1.72 5.18
C -3.85 -0.69 3.11
C -2.95 -0.66 2.05
N -2.99 0.47 1.18
C -3.85 1.50 1.23
C -3.66 2.28 0.11
C -2.64 1.65 -0.59
N -2.22 0.56 0.05
C 0.61 -3.51 0.66
C 0.99 -4.81 0.33
N 1.54 -2.66 1.30
C 2.45 -2.98 2.24
C 3.06 -1.82 2.65
C 2.46 -0.82 1.89
N 1.54 -1.33 1.07
H -0.29 -7.81 -0.40
H 1.40 -7.40 -0.08
H 0.71 -7.15 -1.68
H -1.95 -5.93 -0.86
H -2.62 -3.65 -0.25
H -1.44 -3.61 2.67
H -3.00 -3.62 4.53
H -5.18 -2.72 5.44
H -5.73 -1.11 4.96
H -4.37 -1.29 6.06
H -4.56 0.12 3.25
H -4.55 1.61 2.03
H -4.20 3.17 -0.15
H -2.20 1.91 -1.53
H 2.02 -5.12 0.49
H 2.57 -4.00 2.57
H 3.83 -1.71 3.39
H 2.65 0.24 1.90
O -0.32 -0.54 4.42
C 0.31 0.62 4.73
C 0.64 0.80 6.07
C 1.29 1.94 6.48
C 1.63 2.94 5.57
C 1.32 2.77 4.24
C 0.66 1.61 3.79
C 0.39 1.48 2.36
O -0.26 0.40 1.93
N 0.80 2.36 1.51
N 0.43 2.00 0.22
C 0.49 3.00 -0.59
C 0.17 2.94 -2.00
C 0.19 4.12 -2.74
C -0.07 4.06 -4.10
C -0.34 2.83 -4.66
C -0.35 1.71 -3.84
N -0.11 1.75 -2.54
H -0.52 -0.54 3.47
H 0.37 0.02 6.77
H 1.53 2.07 7.53
H 2.14 3.83 5.90
H 1.58 3.53 3.51
H 0.79 3.95 -0.17
H 0.41 5.06 -2.25
H -0.06 4.96 -4.70
H -0.54 2.73 -5.72
H -0.60 0.74 -4.25
C -2.76 -3.14 -3.17
C -2.52 -1.70 -3.63
C -3.84 -1.08 -4.08
C -1.52 -1.70 -4.77
N -2.06 -0.81 -2.53
N -0.78 -1.13 -1.96
H -3.20 -3.72 -3.98
H -3.45 -3.17 -2.33
H -1.83 -3.64 -2.89
H -4.25 -1.64 -4.92
H -3.70 -0.05 -4.39
H -4.58 -1.10 -3.28
H -1.86 -2.38 -5.55
H -0.53 -2.04 -4.46
H -1.43 -0.71 -5.23
H -2.73 -0.83 -1.77
H -0.09 -0.84 -2.65
H -0.67 -2.15 -1.89
C 6.35 -0.34 0.71
C 5.60 0.83 0.75
C 4.40 0.90 0.07
C 3.94 -0.21 -0.65
C 4.69 -1.37 -0.69
C 5.90 -1.43 0.00
As 2.24 -0.05 -1.55
C 2.21 -1.52 -2.82
C 1.91 -2.85 -2.57
C 1.85 -3.74 -3.63
C 2.10 -3.30 -4.93
C 2.39 -1.97 -5.17
C 2.45 -1.06 -4.12
C 2.81 0.37 -4.22
C 3.23 1.01 -5.39
C 3.63 2.34 -5.34
C 3.62 3.03 -4.13
C 3.19 2.40 -2.97
C 2.77 1.09 -3.02
H 7.30 -0.38 1.24
H 5.96 1.69 1.30
H 3.81 1.81 0.11
H 4.35 -2.23 -1.25
H 6.49 -2.34 -0.04
H 1.72 -3.20 -1.57
H 1.64 -4.79 -3.45
H 2.06 -4.00 -5.75
H 2.59 -1.64 -6.19
H 3.28 0.47 -6.32
H 3.97 2.83 -6.24
H 3.97 4.05 -4.10
H 3.21 2.95 -2.03

Net charge: +2
Energy above the lowest of the compared OMol25 structures with the same formula, charge and spin, eV: 0.257
LUMO level, eV: -6.165
E_HOMO, eV: -12.5
Multiplicity: 1
Kohn-Sham gap, eV: 6.379

Löwdin atomic charge list, values in e, 4 entries: number 1, Ti, carries 1.07; number 2, C, carries -0.02; number 3, C, carries -0.24; number 4, C, carries -0.01